[1]
110
Properties=species:S:1:pos:R:3:forces:R:3:lowdin_charge:R:1 method="wB97M-V/def2-TZVPD" e_lumo_ev=2.0 homo_ha=-0.157 total_charge=-1 largest_force_ev_per_a=9.0 multiplicity=1
O -5.29351 5.89283 4.48536 1.9 -8.3 2.8 -0.071
C -3.92938 2.07121 0.71786 -0.3 0.5 -0.7 -0.197
O 1.28655 -4.03353 -5.16893 0.1 0.8 -0.5 -0.010
O -6.97065 -2.77082 1.06924 -0.7 0.5 0.7 -0.007
H 1.68245 -3.95885 -0.26434 0.9 1.7 1.3 0.114
C -0.22405 2.18551 3.48217 -1.4 3.4 3.0 -0.049
H -3.38581 2.41633 3.75381 -1.5 1.3 -1.2 0.126
H 2.11089 4.82193 -4.72078 0.2 -0.2 -0.1 0.097
H 1.55916 3.23381 -4.15455 0.2 -0.1 -0.3 0.087
N 2.95362 1.93408 -1.34632 -0.8 0.2 0.4 -0.092
C -4.92536 2.50936 1.94269 -0.5 -1.1 0.6 -0.165
C 1.95688 -0.71538 -6.08539 0.1 0.6 -0.2 -0.045
H 0.00002 1.08462 3.81511 0.3 2.4 -0.8 0.119
C 3.36606 -5.10786 4.45009 0.3 0.6 0.6 -0.161
H -3.70760 4.18735 3.01095 -0.8 -2.4 0.4 0.123
C -4.17837 3.12522 3.26544 0.2 0.7 -1.2 -0.185
C 2.51337 -6.50218 4.31346 0.3 0.3 0.5 -0.270
O 4.00724 4.66430 -6.61288 -1.1 -1.2 -0.6 0.105
H -8.94105 -0.09553 3.06158 0.0 -0.2 0.1 0.099
C 3.93785 3.73240 -9.12384 0.2 0.1 -0.3 -0.059
H 0.75745 -0.79082 -1.83374 0.6 -0.3 2.0 0.067
H -7.65304 -0.08181 4.28137 0.1 -0.2 -0.3 0.094
H -1.48214 4.00115 4.06374 2.3 -1.4 1.3 0.050
H -6.60083 -4.06086 -0.47771 0.0 0.3 0.3 0.095
H 3.28226 2.54702 -0.55125 -0.4 -1.3 -1.0 0.061
O 1.79709 -1.90192 -5.31016 -0.4 -1.2 -0.5 -0.009
C 3.19284 3.80383 -6.90848 0.1 0.3 0.6 -0.563
H -0.26670 4.80556 2.18182 1.4 -1.0 -1.3 0.116
C 2.45730 -1.83148 -0.70495 -0.5 -1.3 -1.0 -0.261
H -0.12328 -5.13856 -6.22971 0.3 0.0 -0.1 0.096
H 3.72610 3.21138 -10.06155 -0.2 -0.1 0.3 0.091
H 3.06034 -4.26518 3.68997 0.4 -1.8 1.4 0.067
C -4.99414 4.66509 4.98161 -1.7 5.1 -2.5 -0.145
C 2.29487 -3.13481 0.31382 0.5 0.6 0.0 -0.226
H 3.20511 -4.64472 5.53849 0.3 -1.1 -2.3 0.081
C 0.04207 2.56368 1.90579 0.8 -1.4 1.1 -0.369
C 1.43209 1.77172 -1.16130 0.4 1.2 -0.8 -0.340
H 3.91248 -6.02074 0.09130 -0.5 1.1 1.9 0.106
H 4.48770 -3.68418 -0.16425 -1.6 -0.2 2.0 0.112
C 2.21420 4.93100 2.85850 1.0 -0.2 0.1 -0.242
H 4.53299 -5.25772 4.32790 -2.4 0.1 0.2 0.079
H -4.48718 2.33926 -0.30275 1.1 -0.6 2.3 0.114
H 2.72851 -0.85459 -6.84945 -0.3 0.0 0.0 0.097
H -8.77623 -1.45419 4.23402 0.0 0.1 -0.2 0.096
C 3.65891 -5.42092 1.06990 0.0 0.0 0.1 -0.235
H 3.16299 6.69915 1.57450 -0.6 -0.7 2.3 0.084
O 3.03940 3.23835 -8.13233 0.0 0.3 0.7 -0.016
C -7.45797 -3.67994 0.08429 -0.1 -0.3 -0.4 -0.054
C 3.72333 -3.81588 0.74206 0.6 0.1 -0.1 -0.229
H -5.46629 1.50845 2.30399 1.1 2.2 -0.7 0.115
O -5.23909 3.39190 4.28622 1.5 3.4 1.5 -0.159
O 1.30695 1.87428 1.60100 -3.2 1.2 -0.2 -0.352
H 2.99597 4.12711 3.26556 -1.6 1.8 -0.9 0.135
C -2.48456 2.84348 0.67966 0.9 -0.8 -1.7 -0.135
H 2.51605 0.37397 0.66118 -0.4 0.2 -0.3 0.017
H 0.81566 -6.02024 -5.00984 0.1 0.4 0.1 0.092
H -5.79790 3.21851 1.57199 2.1 -1.2 0.9 0.124
C 2.32831 3.74904 -4.73641 0.0 0.2 0.8 -0.046
H 0.23081 -1.66078 -0.24292 1.6 1.4 -1.1 0.083
H 1.71563 -2.71709 1.26423 1.1 -1.2 -2.0 0.113
O 1.17669 -3.01179 -7.22382 0.3 -0.1 1.6 0.099
H 1.00629 -0.42177 -6.54228 0.2 -0.1 0.0 0.101
H -0.07095 4.28519 0.38086 1.4 -0.5 2.2 0.135
C 1.39761 -2.98503 -6.02319 0.0 0.3 -0.2 -0.560
C 2.44352 -7.12520 2.79832 -0.8 -0.4 -0.2 -0.239
H -7.96341 -4.52778 0.55787 -0.1 0.2 -0.1 0.097
H -1.77193 1.03637 1.86779 1.0 1.6 -0.7 0.135
H 0.94045 2.83870 -0.99682 1.2 -2.1 -0.3 0.080
C 1.06806 -0.95691 -0.71675 -0.6 -2.1 -1.1 -0.345
P 1.10482 0.62515 0.35894 0.2 -0.9 0.1 0.525
H 1.40984 -6.29704 4.70732 2.3 -0.4 -1.0 0.110
C 0.37399 4.11003 1.47265 -1.8 0.2 0.3 -0.134
H 1.52145 -5.14302 2.09404 1.4 -1.4 -1.1 0.110
O 1.80373 4.46857 1.52076 -2.4 0.3 1.7 -0.209
H 3.00731 -7.26825 5.08399 -1.1 1.5 -1.8 0.106
H 2.27802 0.08605 -5.41443 -0.1 -0.4 0.1 0.094
H 3.36293 -7.83955 2.53982 -1.8 1.8 0.6 0.112
C 2.92097 6.41896 2.69060 0.2 -0.5 1.3 -0.109
H -2.45953 3.88825 1.20556 -0.2 -2.1 -0.7 0.102
H 0.63588 -0.22032 1.43017 0.2 -0.2 0.4 0.013
H 1.65102 -6.51256 0.73425 1.0 1.4 1.8 0.109
H 3.92249 6.37805 3.33421 -2.0 0.3 -1.5 0.073
H 1.33797 4.96756 3.64940 1.6 -0.1 -1.8 0.110
O -9.13535 -2.43557 1.76225 1.6 0.3 0.1 0.102
H -3.78367 0.90091 0.69259 -0.1 2.4 0.2 0.122
H 3.30150 3.54330 -4.27908 -0.2 0.1 -0.1 0.097
O -0.60353 1.02943 0.10804 -2.1 1.8 1.1 -0.355
C -1.25784 1.82633 1.17157 1.2 -0.7 -0.7 -0.254
C -0.77263 3.14795 4.50281 1.2 -2.4 -3.2 -0.064
C 2.21233 -5.96170 1.62034 0.3 -1.4 0.5 -0.224
H -2.25114 3.05452 -0.47191 -0.4 -0.4 2.5 0.126
H 3.78466 4.80460 -9.28357 0.2 -0.2 0.2 0.096
H 4.50221 -5.69508 1.86260 -1.8 0.6 -1.7 0.100
H 1.59891 -5.57127 -6.53698 -0.2 0.1 0.0 0.095
H 3.43309 -1.21197 -0.52143 -1.9 -1.1 0.0 0.084
C 0.87074 -5.25084 -5.78484 -0.1 -0.3 -0.1 -0.058
H -0.52097 3.05936 5.65339 -1.2 -0.1 -2.6 0.052
H 0.95669 1.35420 -2.16790 1.0 0.7 2.1 0.078
C -8.23954 -0.72451 3.61912 -0.3 0.3 0.3 -0.053
H 2.57470 -2.30870 -1.79239 -0.1 1.0 2.2 0.102
H 4.97539 3.52598 -8.84192 -0.2 0.2 0.0 0.097
O 2.28299 3.24616 -6.07026 0.8 0.4 -1.3 -0.020
H 4.20813 -3.27952 1.68536 -1.1 -0.9 -2.1 0.109
H 2.22793 7.21090 3.22232 1.4 -1.4 -1.4 0.069
O -7.33795 -1.38175 2.73055 -0.3 -0.7 -0.8 -0.012
H -4.55444 4.66697 6.08737 -1.0 -0.6 -2.4 0.161
H 3.39661 0.98242 -1.26908 -0.6 1.5 0.3 0.031
H -8.12833 -3.16911 -0.61447 0.0 -0.1 0.2 0.098
H 1.49260 -7.84083 2.77383 2.0 1.5 0.1 0.101
C -7.93669 -2.21814 1.84563 -0.3 0.0 0.0 -0.560

[2]
109
Properties=species:S:1:pos:R:3:forces:R:3:lowdin_charge:R:1 method="wB97M-V/def2-TZVPD" e_lumo_ev=2.5 homo_ha=-0.161 total_charge=-1 largest_force_ev_per_a=1.6 multiplicity=1
H 1.51417 0.01965 -7.27724 0.2 -0.2 0.2 0.123
H 3.00106 1.66567 0.80683 0.0 0.0 0.0 0.090
H -4.93782 -2.63410 3.30327 0.0 0.0 0.0 0.073
H 3.31650 -0.45619 7.69869 0.0 0.0 0.0 0.099
C 5.78792 0.42263 -3.78054 -0.3 0.2 0.1 -0.090
C -6.87379 -2.08394 2.53981 0.1 -0.1 0.0 -0.278
H 0.79544 -4.12591 -4.38896 -0.1 0.0 0.1 0.028
H -0.08669 2.02916 -5.75415 0.1 0.0 0.2 0.104
C 2.78854 0.89272 0.05654 0.4 0.1 0.5 -0.105
C 3.49933 -0.70480 -3.77969 0.3 0.3 -0.5 -0.259
C 2.04721 -0.77571 -3.22157 0.6 -1.2 0.3 -0.375
C 2.77830 2.78119 -7.27212 -0.4 -0.1 -0.2 -0.122
B 1.28015 -2.12026 0.33922 -0.2 0.1 0.7 -0.622
H 0.89878 1.11973 5.22531 0.1 0.0 0.0 0.110
H -10.83494 -1.78848 2.22959 0.0 0.0 0.0 0.065
H 2.14517 1.91203 -2.55928 0.0 0.0 0.0 0.092
C -9.89904 -2.18624 1.82904 -0.1 0.0 0.0 -0.092
H -1.08200 1.86021 0.89340 0.0 0.2 -0.1 0.069
N 1.35997 0.65825 0.02159 -0.2 0.6 -0.4 -0.173
H 1.87225 -0.96770 4.20494 0.0 0.1 0.0 0.050
H -0.98258 0.41471 -4.18950 -0.1 -0.1 0.0 0.120
C -0.01637 0.14076 -4.60847 0.2 0.2 -0.5 -0.088
C 2.40898 -0.37591 4.94354 0.1 -0.1 0.0 -0.090
S -3.15247 -1.89649 -0.92071 -0.1 0.0 -0.1 0.597
H 6.05725 -0.62509 -3.91432 0.0 0.0 0.0 0.069
C 0.98516 0.35002 -3.43714 -1.4 0.5 0.5 -0.358
C 2.61260 0.64358 9.40136 0.0 0.0 0.0 -0.098
H -10.13401 -2.66463 0.87893 0.1 0.0 0.0 0.052
H -6.11491 -1.77235 -0.06646 0.0 0.0 0.1 0.067
H 3.65748 2.14433 -7.41619 0.1 0.1 0.1 0.086
H 2.31544 0.92269 -5.93764 0.1 -0.3 0.0 0.072
H -7.67386 -1.28095 -0.63484 -0.1 0.0 0.1 0.114
H 2.79071 3.59772 -7.99475 0.1 -0.1 0.0 0.082
H -0.61418 0.60148 -6.59622 -0.1 0.1 0.0 0.114
C -0.15269 2.12230 1.39735 0.2 -0.4 -0.2 -0.007
H 2.71714 -1.19416 -5.79456 0.0 0.0 0.0 0.053
O 0.44541 -2.44929 1.39815 0.1 0.5 -0.1 0.096
H 3.04197 0.31304 4.38719 0.0 0.0 0.0 0.057
H 2.05831 2.08861 -4.28887 -0.1 -0.2 -0.1 0.079
H -7.09755 -1.51520 3.44759 -0.1 0.0 0.0 0.114
H -7.22762 -4.04199 0.63942 0.0 0.0 0.0 0.066
C 0.77418 0.92418 1.27850 -0.2 0.0 0.5 -0.536
H 3.97055 -2.26191 -5.22786 -0.1 0.0 -0.1 0.080
H -0.28399 4.35772 -1.84015 0.1 0.0 0.1 0.067
H -6.97777 -3.71586 -1.06993 0.0 0.0 0.0 0.071
H -9.54600 -2.95061 2.52197 0.0 0.0 0.0 0.063
C -8.88390 -1.04670 1.66357 -0.1 0.1 0.1 -0.258
N -7.49629 -1.39151 1.42594 -0.2 0.0 0.0 -0.199
H -0.34147 2.33562 2.44641 0.0 -0.1 0.0 0.070
H 3.41801 1.37941 9.39758 0.0 0.0 0.0 0.061
H 6.30579 0.79478 -2.89561 0.0 -0.1 0.0 0.064
H 4.04513 -1.42314 -3.16572 -0.2 0.0 0.2 0.141
H 0.06141 -1.83386 -1.64517 0.1 0.2 -0.1 0.052
H 3.04750 -1.05246 5.51781 0.0 0.0 0.1 0.065
H 1.63964 -0.75974 8.12305 0.0 0.0 -0.1 0.116
H -7.28911 -3.09350 2.69794 0.0 0.0 0.0 0.098
H 2.89083 -0.13900 10.10949 0.0 0.0 0.0 0.068
C 2.68136 2.18274 6.87696 0.1 0.2 0.1 -0.251
C 1.54762 -2.11058 -3.69166 -0.4 0.4 -0.2 -0.076
C 4.14887 2.01684 6.45793 0.0 0.1 -0.1 -0.085
H 0.30899 2.97911 0.90871 -0.1 0.0 0.0 0.061
C 2.38481 0.03428 8.02499 0.1 0.0 0.1 -0.282
H -0.61350 2.49194 -3.60359 0.0 -0.1 0.0 0.100
P 0.72162 -0.73120 -0.95457 0.1 -1.4 -0.8 0.694
H 4.69127 2.94713 6.64390 0.0 0.0 0.0 0.067
C 0.34839 2.84644 -3.23619 0.2 0.4 0.0 -0.225
O 2.19520 -0.92317 -1.82107 -0.2 0.7 0.0 -0.229
C -7.18340 -1.91719 0.10670 0.2 0.0 -0.1 -0.243
H 1.07897 3.38015 -1.23625 0.0 0.0 0.0 0.064
H -0.58233 2.72772 -1.30416 0.3 -0.2 0.2 0.057
C 0.15249 3.35338 -1.80493 -0.7 0.1 -0.4 -0.105
H 3.39637 0.01870 0.32889 -0.1 -0.1 -0.1 0.085
H 4.07487 1.11408 -2.68371 -0.2 -0.2 0.0 0.082
H 1.70499 1.12705 9.76626 0.0 0.0 0.0 0.077
H 4.39981 -0.65783 -5.79176 0.0 0.1 0.0 0.075
H 2.78923 3.22983 -6.27171 0.1 -0.1 0.1 0.081
O 2.46440 -2.84708 0.18672 0.2 0.7 0.0 0.099
H -8.91466 -0.42994 2.56831 0.1 0.0 0.0 0.106
H -5.07483 -2.83735 1.56450 0.0 0.0 0.0 0.048
H -8.58213 -3.53731 -0.37807 0.0 0.0 0.1 0.050
C 4.25400 0.61797 -3.63423 0.6 0.2 -0.1 -0.212
H 2.65753 2.74680 7.81421 0.0 -0.1 0.0 0.096
H -9.21729 -0.39097 0.85368 0.0 0.0 -0.1 0.109
C -1.89415 -1.02799 -0.46155 0.1 0.2 0.4 -0.874
H 3.16964 1.27794 -0.88762 -0.1 -0.1 -0.1 0.045
C 0.14218 0.97239 -5.89671 0.1 -0.3 -0.2 -0.147
N -0.95470 -0.40037 -0.09764 -0.1 -0.4 -0.5 -0.002
H -0.09969 -0.91088 -4.88217 0.1 0.0 0.2 0.103
O 1.59779 2.04205 -7.50516 0.0 -0.1 0.2 -0.197
C 1.47803 0.89759 -6.62949 -0.4 0.8 -0.3 -0.213
C 3.64726 -1.22063 -5.23558 0.0 -0.2 0.1 -0.057
H 0.92756 -2.66841 2.20211 -0.1 -0.3 -0.1 0.083
H 0.61381 -0.34718 6.11271 0.0 0.0 0.1 0.112
H 0.60769 3.70795 -3.86355 0.0 0.0 0.0 0.101
C -5.36372 -2.19799 2.39811 0.0 0.0 0.0 -0.092
C 1.47187 1.81317 -3.41279 0.3 -0.2 0.2 -0.119
H -4.90928 -1.21900 2.24637 0.0 0.0 -0.1 0.082
H 2.17087 2.82239 6.15305 0.0 -0.1 -0.1 0.115
C -7.52039 -3.38621 -0.18177 -0.1 0.0 -0.1 -0.081
N 1.88229 0.98432 7.05358 -0.1 0.0 -0.1 -0.200
C 1.12993 -3.17323 -4.05801 0.2 -0.1 -0.1 0.143
H 2.95851 -2.89921 1.01170 -0.1 -0.4 0.0 0.086
H 4.64971 1.22892 7.02273 0.0 0.0 0.0 0.064
H 6.17236 0.99264 -4.62762 0.1 -0.1 -0.1 0.063
O 1.05008 0.29173 2.27840 0.3 0.1 0.0 0.065
H 3.95005 1.32281 -4.41023 -0.1 0.0 0.0 0.084
C 1.40023 0.35886 5.82746 -0.2 -0.1 -0.1 -0.238
H 4.24881 1.79178 5.39765 0.0 -0.1 0.0 0.055
O 0.14745 0.25483 -2.26537 0.3 0.1 0.0 -0.233

- Look up the multiplicity of the second one.
  1